[1]
Molecular formula: C35H76AlO7
Method: DFT, ωB97M-V/def2-TZVPD

Each line ends with the Mulliken charge.
CARTESIAN COORDINATES (ANGSTROEM)
1 C 4.50222 -1.82624 3.25094  -1.1320
2 C 4.05944 -0.42044 2.81442  -0.0908
3 C 3.47005 0.36482 4.00888  -0.3532
4 C 1.93854 0.08730 4.16161  -0.3676
5 O 1.26310 1.32762 4.10101  -0.5913
6 Al -0.38282 1.17542 3.28646  0.4943
7 C -1.77618 1.52563 4.75769  -0.7766
8 O -2.60544 0.32962 4.94359  -0.5549
9 C -3.50257 0.07485 3.97578  0.3593
10 C -3.91104 0.95580 3.00563  -0.4684
11 C -4.86622 0.63748 2.06019  0.4974
12 C -5.30730 1.63322 1.02974  -1.5964
13 C -5.41249 -0.61115 2.11663  -1.0638
14 C -4.99378 -1.52866 3.05542  -0.4183
15 C -4.04947 -1.21644 3.98548  0.5647
16 C -3.55039 -2.18656 5.03456  1.0011
17 C -4.00118 -1.81272 6.46874  -1.3563
18 C -3.86436 -3.65152 4.69335  -1.8401
19 H 4.91430 -2.33263 2.37112  0.3203
20 H 5.28199 -1.72056 4.01010  0.2898
21 H 3.66310 -2.39456 3.65866  0.3531
22 H 3.30163 -0.46946 2.02695  0.3635
23 H 4.90091 0.16781 2.42718  -0.1087
24 H 3.95463 0.12586 4.96424  0.2361
25 H 3.58303 1.43220 3.81067  0.2535
26 H 1.62852 -0.57768 3.34118  0.2005
27 H 1.72532 -0.43874 5.10926  0.1831
28 H -0.58337 2.27077 2.11889  -0.3400
29 H -0.60058 -0.29321 2.64855  -0.2884
30 H -2.37023 2.43880 4.62639  0.3953
31 H -1.24660 1.64982 5.70945  0.3771
32 H -3.48425 1.95033 2.94578  0.3428
33 H -4.52567 1.81145 0.28271  0.2990
34 H -5.54940 2.60428 1.47308  0.4135
35 H -6.19045 1.28485 0.48648  0.3638
36 H -6.18508 -0.85007 1.38902  0.2922
37 H -5.45150 -2.51357 3.06134  0.2258
38 H -2.45775 -2.10699 5.02150  0.3017
39 H -3.11611 -1.82567 7.11590  0.2635
40 H -4.66209 -2.58123 6.88555  0.4391
41 H -4.42788 -0.81415 6.55446  0.3257
42 H -4.93328 -3.87285 4.75008  0.3493
43 H -3.53168 -3.82312 3.66313  0.3880
44 H -3.26408 -4.31052 5.32600  0.4283
45 C -3.06827 -2.19124 -0.30477  -0.9117
46 C -4.38890 -2.17136 -1.05192  0.1124
47 O -4.34349 -1.44569 -2.27360  -0.4731
48 C -3.42982 -1.91567 -3.24440  -0.1021
49 C -3.68547 -3.34365 -3.69694  -1.0253
50 H -2.73054 -1.17530 -0.09624  0.2851
51 H -3.17617 -2.72140 0.64211  0.1767
52 H -2.28252 -2.68939 -0.87680  0.3982
53 H -5.13665 -1.67611 -0.43509  -0.0697
54 H -4.75982 -3.18833 -1.23050  0.2767
55 H -2.40137 -1.80065 -2.88426  0.2932
56 H -3.53384 -1.24649 -4.10047  0.0912
57 H -3.58406 -4.05590 -2.87676  0.3821
58 H -2.97600 -3.62703 -4.47591  0.3685
59 H -4.69822 -3.44154 -4.09323  0.2317
60 C 10.41744 -1.12892 1.23336  -1.0888
61 C 8.94895 -1.16820 1.62210  -0.2902
62 O 8.66332 -0.50887 2.84193  -0.4228
63 C 8.96698 0.87274 2.89787  -0.0327
64 C 8.21679 1.69889 1.87135  -0.9277
65 H 11.03301 -1.56724 2.02078  0.2913
66 H 10.57816 -1.68907 0.31071  0.3922
67 H 10.76976 -0.10962 1.06803  0.2663
68 H 8.64530 -2.20616 1.76239  0.3521
69 H 8.31979 -0.76851 0.81942  0.2936
70 H 10.05000 1.02774 2.81734  0.2866
71 H 8.68217 1.20500 3.89701  0.0515
72 H 8.47098 1.41147 0.84954  0.3515
73 H 8.45086 2.75816 1.98480  0.3880
74 H 7.14118 1.56295 1.99413  0.0812
75 C -5.67822 -1.53792 -7.34117  -0.9878
76 C -4.16076 -1.54486 -7.39430  0.0704
77 O -3.60322 -2.84125 -7.53813  -0.4108
78 C -3.97471 -3.54742 -8.70526  -0.3555
79 C -3.58930 -2.84536 -9.99722  -0.8482
80 H -6.03458 -2.16666 -6.52331  0.2866
81 H -6.04541 -0.52249 -7.18795  0.2560
82 H -6.12160 -1.91501 -8.26436  0.2979
83 H -3.77300 -1.14941 -6.45456  0.0638
84 H -3.79077 -0.88351 -8.18530  0.1786
85 H -5.04788 -3.77104 -8.68944  0.3034
86 H -3.45874 -4.50705 -8.65082  0.3560
87 H -4.08908 -1.88106 -10.10348  0.0943
88 H -3.86315 -3.45945 -10.85684  0.3901
89 H -2.51390 -2.66224 -10.02451  0.2819
90 C -4.99215 3.26822 -11.21818  -1.0695
91 C -5.39819 2.00665 -10.47590  -0.3410
92 O -4.39242 1.49634 -9.62053  -0.3849
93 C -3.95820 2.35851 -8.58006  -0.3707
94 C -5.06491 2.76764 -7.62355  -0.9245
95 H -4.08907 3.09241 -11.80476  0.2992
96 H -5.79103 3.58299 -11.89136  0.3926
97 H -4.78744 4.09545 -10.53727  0.2672
98 H -5.60178 1.21605 -11.19954  0.3267
99 H -6.32801 2.16362 -9.91778  0.3169
100 H -3.45927 3.23870 -9.00031  0.3299
101 H -3.19776 1.80725 -8.02598  0.3594
102 H -5.85088 3.33429 -8.12542  0.2762
103 H -4.66248 3.39231 -6.82564  0.4010
104 H -5.52917 1.88644 -7.17839  0.1356
105 C 6.22367 2.67333 7.62555  -1.3163
106 C 7.24434 2.53134 6.51094  -0.1169
107 O 7.74869 3.76897 6.03290  -0.4039
108 C 8.41835 4.57740 6.97932  -0.3249
109 C 9.63827 3.91796 7.60159  -1.0408
110 H 5.38515 3.28939 7.29884  0.3345
111 H 5.84462 1.69286 7.91564  0.3968
112 H 6.65073 3.14096 8.51494  0.3314
113 H 6.77010 2.04981 5.65508  0.2442
114 H 8.07128 1.87891 6.81461  0.3156
115 H 7.72004 4.91273 7.75478  0.3146
116 H 8.73224 5.47155 6.43884  0.3350
117 H 9.37546 3.02132 8.16442  0.2735
118 H 10.13250 4.60822 8.28717  0.3927
119 H 10.34852 3.62334 6.82696  0.2732

Computed properties:
Highest occupied orbital energy = -4.40 eV
Maximum force = 1.60 eV Å⁻¹
Spin multiplicity = 1
Calculated total energy = -58456.6919 eV
Total charge = -1
Gap between HOMO and LUMO = 6.410 eV

***

[2]
Molecular formula: C13H18Br2FO8P
Method: DFT, ωB97M-V/def2-TZVPD

Each line ends with the natural charge from an NBO analysis.
CARTESIAN COORDINATES (ANGSTROEM)
1 C 2.44020 -3.25174 0.26253  -0.6699
2 C 2.50507 -1.76313 0.08932  -0.0490
3 Br 3.75110 -1.23671 -1.21476  0.1040
4 C 1.74766 -0.87574 0.75168  -0.1160
5 Br 0.56239 -1.67052 2.00520  0.1054
6 C 1.71425 0.66410 0.63448  -0.1786
7 C 3.13277 1.32481 0.63894  -0.5322
8 C 3.45902 2.21580 -0.52327  0.8792
9 O 4.10876 2.02362 -1.48538  -0.5087
10 F 2.89430 3.43369 -0.33959  -0.3533
11 C 1.09787 1.15741 1.97925  0.8269
12 O 1.66831 1.25980 3.01847  -0.5448
13 O -0.19532 1.51855 1.82959  -0.5075
14 C -0.56334 1.70543 0.47958  0.5553
15 O -0.64997 3.12946 0.25269  -0.7366
16 C -1.94835 1.15240 0.20916  -0.4323
17 C -2.22234 -0.31458 0.52367  -0.4310
18 C -3.70616 -0.64851 0.28099  -0.4084
19 C -3.94552 -2.09222 -0.08105  -0.0563
20 O -3.68945 -2.89832 1.07021  -0.7282
21 C 0.67465 1.26806 -0.36601  -0.6915
22 P 0.37224 0.38198 -1.93096  2.3857
23 O 0.01753 -1.03615 -1.82840  -1.0854
24 O -0.68660 1.28827 -2.70903  -0.9954
25 O 1.69182 0.66088 -2.77277  -0.9787
26 H 2.44418 -3.51428 1.31964  0.2370
27 H 3.30958 -3.71378 -0.19854  0.2313
28 H 1.54584 -3.64373 -0.22227  0.2472
29 H 3.22641 1.93434 1.53299  0.2712
30 H 3.90751 0.56452 0.68562  0.2638
31 H -0.85166 3.53965 1.10409  0.4874
32 H -2.62444 1.74874 0.82947  0.2217
33 H -2.20847 1.38033 -0.82025  0.2127
34 H -1.99640 -0.49415 1.57226  0.2213
35 H -1.61960 -0.97777 -0.09407  0.2324
36 H -4.07539 -0.03692 -0.55169  0.1929
37 H -4.30293 -0.37635 1.15250  0.2123
38 H -3.29054 -2.39019 -0.90647  0.1622
39 H -4.98311 -2.22323 -0.40879  0.1606
40 H -3.98603 -3.79507 0.88120  0.4694
41 H 1.03664 2.23663 -0.71089  0.2893
42 H -1.50201 0.78837 -2.85453  0.5205
43 H 1.73949 1.57621 -3.08482  0.5145

Computed properties:
Highest occupied orbital energy = -9.09 eV
Maximum force = 1.14 eV Å⁻¹
Spin multiplicity = 1
Calculated total energy = -182246.7916 eV
Gap between HOMO and LUMO = 9.478 eV

***

[3]
Molecular formula: C3H10NS
Method: DFT, ωB97M-V/def2-TZVPD

Each line ends with the natural charge from an NBO analysis.
CARTESIAN COORDINATES (ANGSTROEM)
1 C -0.12085 0.90444 -1.14087  -0.6592
2 C 0.39972 0.69814 1.37485  -0.7053
3 C 0.68738 0.31819 -0.00512  -0.1922
4 N -0.70581 -1.69738 -0.04035  -0.8799
5 S 2.26714 -0.18308 -0.30766  0.6815
6 H -1.06694 0.88975 -0.67892  0.2311
7 H 0.20292 1.92406 -1.31647  0.2336
8 H -0.13768 0.39255 -2.07528  0.2372
9 H 0.72931 0.04389 2.15544  0.2308
10 H 0.99269 1.63149 1.40743  0.2440
11 H -0.57028 1.08944 1.65041  0.2650
12 H -1.11646 -1.54650 0.82880  0.3831
13 H -1.39577 -1.62951 -0.80326  0.3958
14 H -0.41545 -2.67209 -0.13898  0.3936
15 H 2.44984 -0.70693 0.95335  0.1408

Computed properties:
ΔE to the lowest compared entry with this formula, charge and spin = 0.0000 eV
Highest occupied orbital energy (alpha / beta) = -11.56 / -14.99 eV
⟨S²⟩ = 2.008
Maximum force = 3.43 eV Å⁻¹
Spin multiplicity = 3
Calculated total energy = -15587.0488 eV
Total charge = +1
Gap between HOMO and LUMO (alpha / beta) = 8.090 / 5.974 eV

***

[4]
Molecular formula: C19H32BFNO3S
Method: DFT, ωB97M-V/def2-TZVPD

Each line ends with the natural charge from an NBO analysis.
CARTESIAN COORDINATES (ANGSTROEM)
1 C 3.71225 -2.83707 -0.27714  -0.6326
2 C 2.89668 -3.40718 0.94452  -0.3926
3 C 1.32726 -3.37822 0.78563  -0.4396
4 C 0.73886 -2.06519 0.16622  -0.0117
5 C 0.56310 -0.75119 1.04654  -0.6457
6 B 1.83702 -0.04134 1.74226  1.1180
7 C 1.51217 1.19194 2.74249  -1.0433
8 O 3.20172 -0.36206 1.53411  -0.9364
9 C -0.23184 0.12550 -0.04242  0.1003
10 O -0.51526 1.43890 0.35726  -0.5123
11 C -0.55212 2.34046 -0.78033  -0.1027
12 C 0.90239 2.68742 -1.28899  -0.0920
13 O 1.76730 3.05237 -0.20974  -0.5455
14 C 3.09643 2.61814 -0.60955  -0.0667
15 C 4.23901 3.29994 0.23541  -0.6481
16 C -1.45290 -0.87972 -0.27952  0.5375
17 F -2.27667 -1.11603 0.84706  -0.3521
18 C -2.47618 -0.60526 -1.44121  -0.4848
19 C -3.77911 0.12454 -1.01106  -0.0403
20 C -3.84624 1.27529 -0.10543  -0.2233
21 C -5.11305 1.95220 0.22856  -0.1980
22 C -6.38222 1.51265 -0.34819  -0.2000
23 C -6.34118 0.34639 -1.23926  -0.2013
24 C -5.07374 -0.32757 -1.56880  -0.2152
25 N -0.68712 -2.19678 -0.39809  -0.5365
26 S -1.68810 -3.51182 0.27323  0.2523
27 H 3.72958 -3.52762 -1.17129  0.2133
28 H 3.40283 -1.79672 -0.58535  0.2075
29 H 4.79134 -2.72955 0.03689  0.2362
30 H 3.21200 -4.48311 1.06614  0.2298
31 H 3.26259 -2.88409 1.86781  0.2024
32 H 1.05694 -4.27447 0.15181  0.2271
33 H 0.88421 -3.53720 1.80630  0.2341
34 H 1.29462 -1.80713 -0.78518  0.2200
35 H -0.03737 -1.11488 1.92653  0.2662
36 H 2.25656 1.28591 3.57250  0.2425
37 H 0.48750 0.99259 3.18493  0.2313
38 H 1.39127 2.13855 2.14053  0.2916
39 H 3.50130 -0.78188 2.36711  0.5091
40 H 0.31187 0.05684 -1.03608  0.1900
41 H -1.03160 3.29073 -0.41020  0.2242
42 H -1.19371 1.96333 -1.62192  0.1852
43 H 1.32949 1.76987 -1.78464  0.1566
44 H 0.79250 3.47646 -2.08209  0.2010
45 H 3.24302 2.82242 -1.70869  0.1762
46 H 3.16994 1.49199 -0.49011  0.1619
47 H 4.81973 2.46927 0.72888  0.2205
48 H 3.85615 4.02772 0.99822  0.2390
49 H 4.94761 3.81769 -0.47266  0.2239
50 H -1.98197 -0.04509 -2.28810  0.2389
51 H -2.75804 -1.61760 -1.86611  0.2324
52 H -2.92711 1.69455 0.36176  0.2270
53 H -5.08271 2.83959 0.90267  0.2298
54 H -7.29903 2.07463 -0.06938  0.2372
55 H -7.31796 0.01130 -1.66703  0.2330
56 H -5.16440 -1.18756 -2.27639  0.2208
57 H -0.71174 -2.42253 -1.40116  0.4512
58 H -1.61381 -4.50032 -0.69926  0.1525

Computed properties:
Highest occupied orbital energy = -11.53 eV
Maximum force = 3.04 eV Å⁻¹
Spin multiplicity = 1
Calculated total energy = -42074.4691 eV
Total charge = +1
Gap between HOMO and LUMO = 8.360 eV